# 1
14 unconnected molecules or ions with the total composition C28H83N15O20, computed with ωB97M-V with the def2-TZVPD basis set.

Last column: Mulliken charge in e.
Positions of all 146 atoms, in Å:
C (-0.4311, -1.3638, 2.3403)  0.284
C (-0.0176, -0.4951, 1.1414)  1.739
C (1.2323, -1.2113, 0.5493)  -2.329
C (1.6969, -0.5746, -0.7655)  0.981
C (0.4881, -0.4290, -1.7331)  -0.535
C (-0.8925, 0.1103, -1.1907)  3.616
N (-1.0977, -0.4802, 0.1552)  0.791
O (-2.2757, 0.0345, 0.7049)  -0.277
C (-0.9308, 1.6571, -1.1857)  -1.120
C (-2.1107, -0.4589, -2.0364)  -2.797
C (0.6300, 0.8820, 1.5842)  -1.731
H (-0.7054, -2.3652, 2.0111)  -0.125
H (-1.3836, -1.0191, 2.7450)  -0.407
H (0.3591, -1.3680, 3.0905)  -0.440
H (2.0008, -1.2003, 1.3223)  0.596
H (1.0266, -2.2547, 0.3033)  0.376
H (2.4906, -1.1203, -1.2767)  0.471
H (2.1664, 0.3886, -0.5607)  -0.515
H (0.3628, -1.4128, -2.1867)  -0.284
H (0.8816, 0.2209, -2.5152)  -0.489
H (-1.1057, 2.0798, -0.1963)  -0.026
H (0.0106, 2.1373, -1.4570)  -0.090
H (-1.6512, 2.0489, -1.9033)  0.032
H (-3.1128, -0.1621, -1.7280)  0.401
H (-1.8977, -0.1874, -3.0711)  1.005
H (-2.1382, -1.5486, -2.0108)  -0.279
H (1.4957, 0.8317, 2.2443)  0.670
H (-0.1186, 1.4687, 2.1193)  0.533
H (0.8789, 1.4783, 0.7072)  -0.322
H (-2.9280, -0.6579, 0.5439)  0.322
C (-1.4931, -4.7270, 3.6164)  -0.639
C (-2.0187, -3.6894, 4.6211)  0.766
O (-2.9595, -4.2399, 5.4378)  -0.604
O (-2.3954, -5.4733, 2.7380)  -0.728
H (-0.9811, -5.4886, 4.2054)  0.521
H (-0.7701, -4.2052, 2.9892)  0.152
H (-2.3436, -2.7747, 4.1188)  -0.199
H (-1.1787, -3.2204, 5.1369)  -0.166
H (-3.6803, -3.6146, 5.3301)  0.475
H (-2.8388, -6.1255, 3.2863)  0.353
C (5.7038, -0.1460, -2.7527)  0.270
C (6.8590, 0.3857, -3.5871)  -0.669
O (7.1415, -0.4668, -4.6761)  -0.528
O (5.4653, 0.5729, -1.5705)  -0.637
H (5.8619, -1.2108, -2.5678)  0.713
H (4.7884, -0.2956, -3.3290)  -0.468
H (7.8117, 0.6312, -3.1167)  0.317
H (6.5500, 1.3268, -4.0468)  0.311
H (6.9816, 0.1634, -5.3821)  0.367
H (5.2590, -0.1528, -0.9758)  0.303
C (2.6436, 2.0627, -4.9232)  -0.237
C (1.6213, 2.7766, -4.1268)  0.461
O (2.3007, 3.6678, -3.2439)  -0.388
O (3.3546, 3.0854, -5.6759)  -0.586
H (2.1299, 1.3792, -5.6008)  0.394
H (3.2811, 1.4742, -4.2636)  0.031
H (1.0465, 2.0393, -3.5661)  -0.828
H (0.9228, 3.2863, -4.7928)  0.292
H (3.0213, 3.9769, -3.8015)  0.470
H (2.7183, 3.7557, -5.9386)  0.363
C (1.0163, 1.1503, 5.1343)  1.165
C (0.8710, 2.2791, 6.1200)  -0.658
O (1.8804, 3.2107, 5.7994)  -0.539
O (2.1946, 0.4424, 5.2701)  -0.674
H (0.9788, 1.6387, 4.1590)  -0.891
H (0.1818, 0.4491, 5.0999)  0.258
H (0.8289, 1.9958, 7.1714)  0.450
H (-0.0591, 2.7050, 5.7390)  0.262
H (2.3511, 3.4821, 6.5909)  0.295
H (2.9445, 1.0359, 5.1771)  0.368
C (4.3172, 3.4789, -0.5272)  -0.047
C (4.1193, 4.9167, -0.1360)  -0.538
O (2.8166, 5.1747, -0.6153)  -0.593
O (4.7231, 3.3313, -1.8671)  -0.480
H (3.4538, 2.8440, -0.3190)  -0.075
H (5.0389, 3.0667, 0.1830)  0.499
H (4.8103, 5.6262, -0.5919)  0.300
H (4.1543, 4.9769, 0.9521)  0.307
H (2.6823, 4.6516, -1.4122)  0.462
H (4.7852, 2.3946, -2.0701)  0.312
C (-2.7172, -4.9657, -3.9939)  -0.557
C (-1.5268, -4.4306, -3.1433)  0.095
O (-0.5491, -3.7585, -3.9040)  -0.446
O (-2.3421, -5.5301, -5.1973)  -0.523
H (-3.3285, -4.1068, -4.2727)  0.338
H (-3.2959, -5.5416, -3.2697)  0.373
H (-0.9816, -5.2176, -2.6198)  0.221
H (-1.8916, -3.6480, -2.4775)  -0.115
H (-0.6962, -4.0416, -4.8115)  0.334
H (-1.9105, -6.3544, -4.9539)  0.344
C (3.2256, -3.3894, -2.8541)  0.497
O (4.2489, -3.8445, -2.2979)  -0.750
N (3.1787, -2.4623, -3.7793)  -0.230
N (2.0035, -3.6671, -2.4954)  -0.105
H (4.0444, -2.2908, -4.2696)  0.299
H (2.3002, -2.3297, -4.2568)  0.167
H (1.9815, -4.1024, -1.5847)  0.236
H (1.1894, -3.1668, -2.8177)  -0.167
C (-5.5827, 3.2331, -2.5390)  0.780
O (-5.3417, 3.2825, -3.7577)  -0.815
N (-4.6916, 3.0402, -1.5884)  -0.276
N (-6.7783, 3.3936, -2.0612)  -0.431
H (-3.7603, 2.9388, -1.9630)  0.134
H (-4.9935, 3.0223, -0.6272)  0.167
H (-7.0788, 3.1595, -1.1276)  0.155
H (-7.4937, 3.7773, -2.6598)  0.230
C (-3.8845, -2.9754, 1.4542)  0.489
O (-4.2724, -1.9424, 0.9611)  -0.702
N (-4.5391, -3.7129, 2.3588)  -0.249
N (-2.6853, -3.4641, 1.1893)  -0.049
H (-4.1339, -4.5231, 2.8018)  0.191
H (-5.4732, -3.4328, 2.6165)  0.210
H (-2.0388, -2.8823, 0.6772)  -0.343
H (-2.3980, -4.3120, 1.6561)  0.483
C (-5.1542, 0.5105, 3.8728)  0.656
O (-6.1472, 0.6798, 3.2335)  -0.669
N (-3.9384, 0.4549, 3.3510)  -0.118
N (-5.1103, 0.1385, 5.0906)  -0.392
H (-3.1990, 0.1274, 3.9515)  0.083
H (-3.8906, 0.3758, 2.3466)  0.078
H (-4.2152, -0.1192, 5.4743)  0.148
H (-5.9583, -0.0960, 5.5832)  0.218
C (1.2477, -2.9292, 6.1309)  0.557
O (0.9408, -4.0848, 6.1970)  -0.673
N (1.0193, -2.1569, 7.1524)  -0.327
N (1.4528, -2.3116, 4.9886)  -0.199
H (1.3327, -1.1982, 7.1112)  0.189
H (0.9073, -2.6252, 8.0385)  0.207
H (1.4980, -2.8237, 4.1216)  0.114
H (1.7027, -1.3337, 5.0110)  -0.001
C (-2.1056, 2.0360, -5.5765)  0.570
O (-1.1508, 1.2596, -5.6529)  -0.637
N (-2.7367, 2.2254, -4.3952)  0.055
N (-2.5346, 2.7611, -6.6444)  -0.403
H (-2.5518, 1.4630, -3.7612)  -0.225
H (-3.5933, 2.7632, -4.3820)  0.267
H (-3.3317, 3.3427, -6.4333)  0.168
H (-1.9769, 2.9032, -7.4713)  0.250
C (0.5800, 4.2575, 2.4833)  0.663
O (-0.4038, 4.1656, 3.2182)  -0.711
N (1.8149, 4.3376, 2.8795)  -0.465
N (0.5289, 4.3464, 1.1496)  -0.211
H (1.9038, 3.9550, 3.8092)  0.176
H (2.4934, 4.1898, 2.1483)  0.200
H (-0.4053, 4.5382, 0.8207)  0.174
H (1.3791, 4.4597, 0.6170)  0.151

Values from the calculation:
LUMO level ... 0.02 eV
Energy ... -3442.81152 Ha
Frontier orbital gap ... 0.3179 hartree



# 2
A molecular structure, C20H31O5PtS, computed with ωB97M-V with the def2-TZVPD basis set.

Last column: Mulliken spin population.
Positions of all 58 atoms, in Å:
O (2.5110, 0.0051, -2.3413)  0.002
C (3.4160, -1.1526, -2.3447)  0.000
C (4.2400, -0.7439, -3.5479)  0.000
H (2.8767, -2.0839, -2.5600)  0.000
H (3.9445, -1.1979, -1.3867)  0.000
C (3.1822, 0.3747, -3.5998)  0.000
H (4.2373, -1.4484, -4.3917)  0.000
H (5.2448, -0.3717, -3.3161)  0.000
C (2.2229, 0.1457, -4.7475)  0.000
H (1.7798, -0.8517, -4.6430)  0.000
H (2.7217, 0.2079, -5.7268)  0.000
H (1.4537, 0.9180, -4.6998)  0.000
C (3.8027, 1.7618, -3.5359)  0.000
H (4.3688, 1.8453, -2.5987)  0.000
H (2.9746, 2.4782, -3.5608)  0.000
H (4.4833, 1.9328, -4.3877)  0.000
Pt (-1.5428, 1.0060, 1.5626)  1.133
C (-1.8440, 2.5785, 3.4625)  0.317
C (-1.6334, 1.2760, 4.0011)  0.265
C (-0.3729, 0.7780, 3.5173)  0.234
H (-2.2525, 0.8113, 4.7663)  0.016
C (0.1883, 1.7882, 2.6235)  0.171
C (-0.7357, 2.9106, 2.6175)  0.238
H (-0.5426, 3.8733, 2.1337)  -0.003
H (-2.7196, 3.1953, 3.6893)  -0.005
H (0.1527, -0.1041, 3.8655)  0.011
H (1.1239, 1.7069, 2.0738)  0.013
C (-3.9888, 1.8447, 1.1707)  0.326
C (-2.9931, 2.7437, 0.6731)  0.260
C (-2.1946, 2.0410, -0.3061)  0.208
H (-2.9137, 3.7999, 0.8914)  0.008
C (-2.6238, 0.6301, -0.2776)  0.169
C (-3.7599, 0.5548, 0.6357)  0.342
H (-4.4088, -0.3048, 0.7137)  0.036
H (-4.8185, 2.0995, 1.8158)  -0.002
H (-1.5204, 2.4615, -1.0394)  0.009
H (-2.2828, -0.1500, -0.9266)  0.008
O (0.8501, -1.9288, -1.7268)  0.005
C (0.5611, -0.6547, -1.0053)  0.017
C (1.5319, -0.5738, 0.1584)  0.011
H (-0.4536, -0.8281, -0.5500)  -0.021
H (0.5501, 0.2200, -1.6488)  0.026
C (1.5923, -2.0565, 0.5689)  -0.001
H (1.1556, 0.0335, 0.9706)  0.005
H (2.5420, -0.2136, -0.0506)  0.004
C (0.8484, -2.8011, -0.5437)  0.001
H (1.0836, -2.1583, 1.5346)  0.001
H (2.6229, -2.4032, 0.6765)  0.000
H (-0.2210, -2.8999, -0.2640)  0.001
H (1.2653, -3.7934, -0.7527)  0.000
C (-3.6586, -2.9183, 2.5375)  0.014
S (-2.8123, -1.4472, 3.0980)  0.024
O (-3.8370, -0.4024, 3.2420)  0.011
O (-2.0313, -1.7916, 4.2443)  0.008
O (-1.8795, -1.1247, 1.8922)  0.136
H (-4.4433, -3.1284, 3.2693)  0.001
H (-2.9391, -3.7411, 2.5185)  0.001
H (-4.1046, -2.7483, 1.5553)  0.000

Values from the calculation:
Relative energy (zero: lowest compared OMol25 entry of this formula, charge and spin) ... 1.032 eV
⟨S²⟩ ... 6.018
LUMO level (spin up / spin down) ... -2.47 / -6.77 eV
Energy ... -1673.83580 Ha
Spin multiplicity ... 5
Frontier orbital gap (spin up / spin down) ... 0.3280 / 0.1762 hartree
Charge ... +1



# 3
A gas-phase ion, C2H5ClP5 (charge +1), computed with ωB97M-V with the def2-TZVPD basis set.

Last column: Mulliken charge in e.
Positions of all 13 atoms, in Å:
C (1.1357, 2.1988, -0.5389)  -0.911
C (-0.1406, 1.6242, 0.2263)  -0.572
P (-0.5850, -3.6083, 1.3032)  0.294
P (-0.3604, -3.2067, -0.8084)  0.151
P (-1.5329, -1.7445, 0.3328)  0.062
P (0.2057, -1.0605, -0.9303)  0.186
P (0.1643, -0.0208, 1.0043)  0.217
Cl (-1.7910, -5.1718, 1.1521)  -0.113
H (1.9834, 2.5795, 0.1289)  0.309
H (1.4206, 1.4535, -1.2541)  0.312
H (0.8883, 3.1223, -1.1749)  0.297
H (-0.9738, 1.6065, -0.5389)  0.376
H (-0.4141, 2.2280, 1.0978)  0.390

Values from the calculation:
Relative energy (zero: lowest compared OMol25 entry of this formula, charge and spin) ... 0.000 eV
LUMO level ... -6.09 eV
Energy ... -2245.87730 Ha
Frontier orbital gap ... 0.2616 hartree
Charge ... +1